## 1
Here is a cluster of 2 separate species, C4H9O2 in total from OMol25. Energies are from ωB97M-V with the def2-TZVPD basis set.

Structure (XYZ):
```
15
C4H9O2, DFT ωB97M-V with the def2-TZVPD basis set
C -0.127 0.208 -2.052
C 0.423 1.144 -0.919
O -0.368 1.315 0.036
O 1.574 1.613 -1.092
H 0.704 -0.266 -2.580
H -0.641 0.825 -2.787
H -0.793 -0.496 -1.573
C -1.220 -1.738 1.493
C 0.091 -1.895 2.287
H -1.026 -1.675 0.428
H -1.882 -2.581 1.659
H -1.762 -0.865 1.827
H 0.170 -2.831 2.838
H 0.245 -1.064 2.964
H 0.952 -1.885 1.626
```

Values from the calculation:
HOMO: -3.82 eV
total charge: -1
LUMO energy: 3.978 eV



## 2
Here is a cluster of 2 separate species, C4H9O2 in total from OMol25. Energies are from ωB97M-V with the def2-TZVPD basis set.

Structure (XYZ):
```
15
C4H9O2, DFT ωB97M-V with the def2-TZVPD basis set
C 0.039 0.705 -2.587
O -1.088 0.391 -3.225
C 0.061 0.285 -1.092
H 0.278 1.812 -2.567
H 0.978 0.240 -3.016
H 1.073 0.404 -0.671
H -0.249 -0.758 -0.973
H -0.670 0.846 -0.501
O -0.813 -0.800 1.853
C 0.134 -0.105 2.095
C 1.285 -0.562 2.958
H 0.204 0.939 1.742
H 0.979 -0.357 3.993
H 2.160 0.082 2.855
H 1.486 -1.619 2.821
```

Values from the calculation:
HOMO: -1.97 eV
total charge: -1
LUMO energy: 3.284 eV



## 3
Here is the ion C4H9O2 with charge -1 from OMol25. Energies are from ωB97M-V with the def2-TZVPD basis set.

Structure (XYZ):
```
15
C4H9O2, DFT ωB97M-V with the def2-TZVPD basis set
C -0.728 -0.187 1.655
O -1.921 -0.867 1.110
C 0.404 -0.111 0.695
C -0.162 0.258 -0.745
C 1.189 0.362 -1.537
O -0.941 -0.770 -1.117
H -1.135 0.802 2.007
H -0.438 -0.733 2.576
H 0.730 -1.117 0.545
H 1.088 0.730 0.690
H -0.691 1.317 -0.733
H 1.995 0.349 -0.869
H 1.205 -0.474 -2.244
H 1.218 1.358 -2.118
H -1.812 -0.917 0.086
```

Values from the calculation:
structure (SMILES): C[C@@H]([O-])CCO
HOMO: -2.83 eV
total charge: -1
LUMO energy: 4.510 eV



Q: Which of them is the most stable? A: 1.



## 1
Here is a cluster of 2 separate species, CHNOS in total from OMol25. Energies are from ωB97M-V with the def2-TZVPD basis set.

Structure (XYZ):
```
5
CHNOS, DFT ωB97M-V with the def2-TZVPD basis set
C -0.755 0.357 1.448
N 0.111 0.508 0.484
O -2.810 0.765 1.678
S 0.710 0.123 2.191
H 0.217 -0.094 -0.328
```

Values from the calculation:
HOMO (alpha / beta): -9.85 / -9.85 eV
total charge: 0
LUMO energy (alpha / beta): -1.599 / -1.596 eV



## 2
Here is the molecule CHNOS from OMol25. Energies are from ωB97M-V with the def2-TZVPD basis set.

Structure (XYZ):
```
5
CHNOS, DFT ωB97M-V with the def2-TZVPD basis set
C 1.010 -1.096 0.779
N 0.578 -0.379 -0.215
O 1.577 -1.285 1.783
S 0.320 -2.120 -0.750
H -0.212 0.090 -0.029
```

Values from the calculation:
structure (SMILES): O=C1NS1
HOMO: -9.27 eV
total charge: 0
LUMO energy: 0.048 eV



## 3
Here is a cluster of 2 separate species, CHNOS in total from OMol25. Energies are from ωB97M-V with the def2-TZVPD basis set.

Structure (XYZ):
```
5
CHNOS, DFT ωB97M-V with the def2-TZVPD basis set
C 0.179 -0.899 0.441
N 1.126 0.090 0.294
O 0.492 -0.773 -0.771
S -2.570 0.450 -0.364
H 0.772 1.133 0.401
```

Values from the calculation:
HOMO (alpha / beta): -10.17 / -10.17 eV
total charge: 0
LUMO energy (alpha / beta): -2.860 / -2.891 eV



Q: Which of them is the most stable? A: 2.



## 1
Here is a cluster of 2 separate species, CH2BrClO in total from OMol25. Energies are from ωB97M-V with the def2-TZVPD basis set.

Structure (XYZ):
```
6
CH2BrClO, DFT ωB97M-V with the def2-TZVPD basis set
C 1.109 1.589 0.055
O -0.063 1.504 -0.267
Cl -1.654 -1.359 -0.101
Br 1.887 -0.238 0.153
H -0.868 -2.096 0.685
H -0.411 0.600 -0.525
```

Values from the calculation:
HOMO: -9.36 eV
total charge: 0
LUMO energy: 0.293 eV



## 2
Here is a cluster of 2 separate species, CH2BrClO in total from OMol25. Energies are from ωB97M-V with the def2-TZVPD basis set.

Structure (XYZ):
```
6
CH2BrClO, DFT ωB97M-V with the def2-TZVPD basis set
C 0.696 -0.102 0.012
O -1.314 0.667 0.530
Cl 1.831 1.117 -0.176
Br -2.387 -0.475 -0.117
H 0.695 -0.826 0.852
H 0.478 -0.381 -1.101
```

Values from the calculation:
HOMO (alpha / beta): -8.94 / -8.89 eV
total charge: 0
LUMO energy (alpha / beta): -1.282 / -1.406 eV



Q: Which of them is the most stable? A: 1.



## 1
Here is the molecule C3HF2NO from OMol25. Energies are from ωB97M-V with the def2-TZVPD basis set.

Structure (XYZ):
```
8
C3HF2NO, DFT ωB97M-V with the def2-TZVPD basis set
C 0.658 0.331 0.254
C -1.302 1.048 0.127
C -0.108 -0.672 -0.254
H -2.259 1.658 0.129
N -0.126 1.425 0.491
O -1.381 -0.225 -0.371
F 1.953 0.323 0.514
F 0.125 -1.887 -0.666
```

Values from the calculation:
structure (SMILES): Fc1ncoc1F
HOMO: -9.52 eV
total charge: 0
LUMO energy: 0.850 eV



## 2
Here is a cluster of 2 separate species, C3HF2NO in total from OMol25. Energies are from ωB97M-V with the def2-TZVPD basis set.

Structure (XYZ):
```
8
C3HF2NO, DFT ωB97M-V with the def2-TZVPD basis set
C 2.395 -0.205 -0.107
C 1.058 -0.181 0.205
C -1.598 0.137 0.043
N 3.473 -0.104 -0.534
O 0.089 -0.420 0.877
F -1.204 -0.037 -1.161
F -1.917 1.470 0.218
H -2.296 -0.659 0.460
```

Values from the calculation:
HOMO (alpha / beta): -7.81 / -7.81 eV
total charge: 0
LUMO energy (alpha / beta): -0.714 / -0.713 eV



Q: Which of them is the most stable? A: 1.